Record 1
13
Properties=species:S:1:pos:R:3:forces:R:3 method="wB97M-V/def2-TZVPD" lumo_ev="-4.271 / -9.429" largest_force_ha_per_bohr=0.0733 relative_energy_kcal_mol=47.6 spin_multiplicity=3 total_charge=+1
C 0.869632 -0.627429 -0.257061 -0.28 -3.72 0.52
C -1.628023 -0.289085 -0.265835 0.14 -2.19 1.54
C -0.290841 0.199932 -0.010159 -0.75 0.96 0.19
N -0.053936 1.456838 0.399278 -0.41 0.93 -0.01
S 2.544233 0.020423 -0.090089 -0.98 -0.78 0.04
H 0.642301 -1.678302 0.287352 1.36 2.01 -1.14
H -1.644631 -1.429776 -0.063240 -0.35 1.72 -0.40
H -2.088315 -0.071664 -1.200602 -0.29 0.13 -1.01
H -2.156503 0.216447 0.528280 -1.03 -0.17 0.17
H 0.591792 -0.747364 -1.313056 1.48 -0.74 -0.74
H -0.626529 2.264006 0.377805 -0.74 0.30 -0.14
H 0.829188 1.549959 0.754727 2.07 1.24 1.36
H 3.011629 -0.863983 0.852599 -0.24 0.33 -0.37



Record 2
18
Properties=species:S:1:pos:R:3:forces:R:3 method="wB97M-V/def2-TZVPD" lumo_ev=3.966 largest_force_ha_per_bohr=0.1675 relative_energy_kcal_mol=76.8 total_charge=-1
C -2.049951 -0.147253 -0.152443 2.35 0.95 1.37
N -0.749341 -0.489413 0.196399 -5.47 -4.34 -5.04
C -0.177964 -1.666280 -0.554949 1.68 6.73 -1.03
C 1.010536 -1.006138 -1.383178 -1.11 -1.15 -3.11
O 1.566234 -0.021945 -0.724048 1.04 0.98 0.57
O -2.630696 0.777987 0.395843 -0.63 -0.13 -0.34
H -2.498960 -0.702602 -1.015564 0.42 -0.02 0.58
H -0.189608 -0.047831 0.816769 1.71 1.82 2.63
H -0.837411 -2.266404 -1.025365 -2.60 -1.41 -1.84
H 0.308270 -2.207618 0.088176 2.55 -3.25 4.04
H 0.593320 -0.685846 -2.474961 0.32 -0.35 1.68
H 1.757388 -1.804000 -1.680402 -0.49 -0.02 0.27
H 2.145592 0.403743 2.340766 -1.67 -1.31 -2.33
H 1.685014 -0.156608 0.816554 1.39 0.28 -2.85
O 1.491267 -0.104709 1.738122 0.68 0.78 5.81
H 1.152770 1.525971 0.020016 -0.04 1.59 -0.13
H -0.176127 1.936514 0.113286 -1.35 0.46 0.05
O 0.649373 2.392241 0.236253 1.24 -1.60 -0.32



Record 3
21
Properties=species:S:1:pos:R:3:forces:R:3 method="wB97M-V/def2-TZVPD" lumo_ev=0.130 largest_force_ha_per_bohr=0.0693 relative_energy_kcal_mol=27.8
O 0.086608 -1.840425 -2.125608 -0.17 0.75 0.72
C 0.228014 -1.474091 -0.956683 -1.73 -0.08 0.15
B 1.382033 -2.232848 -0.176902 1.30 0.64 -0.62
O 1.356912 -3.540479 0.057660 0.94 -3.41 0.44
O 2.499614 -1.476363 -0.038588 0.98 0.73 0.62
N -0.586612 -0.532680 -0.306715 0.99 -2.25 0.09
C -0.220547 -0.060940 1.013181 -1.53 1.89 -0.84
C 0.327049 1.346283 0.736812 0.43 -0.51 1.75
O -0.640988 2.190032 0.172917 -0.86 -0.31 -1.67
C -1.257546 1.714956 -1.077672 -1.42 -1.60 1.83
C -1.652717 0.130005 -0.958762 -0.24 2.84 0.59
H 2.151759 -4.189000 0.124184 -2.03 2.38 -0.12
H 3.258510 -1.850703 0.435662 -0.39 -0.03 -0.34
H 0.450604 -0.728067 1.448227 1.51 -0.85 0.70
H -1.071898 0.000398 1.710885 -0.11 -0.11 -0.50
H 0.654934 1.849866 1.658999 -0.28 -0.09 -0.13
H 1.240545 1.153757 0.190121 0.21 0.46 -0.94
H -0.706719 1.978462 -1.928444 1.87 -0.34 -1.09
H -2.145601 2.307531 -1.308060 -0.32 -0.02 0.98
H -2.638910 0.021374 -0.425158 1.05 0.16 -0.17
H -1.750495 -0.339248 -1.895481 -0.21 -0.23 -1.45



Record 4
24
Properties=species:S:1:pos:R:3:forces:R:3 method="wB97M-V/def2-TZVPD" lumo_ev=0.785 largest_force_ha_per_bohr=0.0745 relative_energy_kcal_mol=0.0
C -1.342093 0.732674 0.525837 -2.55 -1.14 2.62
C -0.112335 1.127186 -0.123152 2.13 -1.30 -1.33
C 0.212716 2.582942 -0.047892 -2.91 0.83 -1.25
C 0.200782 0.395886 -1.409726 0.98 1.14 0.30
C -0.626627 -0.767406 -1.747091 -1.19 -2.29 -0.92
O -0.455588 -1.718933 -0.680547 1.36 -0.14 0.82
C 0.682522 -1.388158 0.248242 -0.95 1.56 -0.96
C 0.070244 -1.540890 1.638177 2.83 -0.67 1.47
O 1.814607 -2.179047 0.069067 -2.05 -2.39 0.43
C 1.055116 0.057595 -0.184060 -1.24 0.43 -0.26
Br 2.939790 0.512399 -0.034894 -0.93 0.09 -0.07
H -1.215163 0.910650 1.597876 -0.24 0.46 0.14
H -1.721901 -0.334856 0.579146 0.78 1.51 -1.12
H -2.184556 1.336792 0.199559 -0.05 0.24 -0.14
H 0.292034 3.047674 0.882567 0.00 0.07 2.07
H -0.530697 3.268350 -0.584876 0.33 -1.32 0.54
H 1.065470 2.850044 -0.528113 2.92 0.26 -1.52
H 0.644209 0.950787 -2.227473 0.06 0.06 0.07
H -1.762992 -0.681618 -1.884711 1.49 0.57 0.49
H -0.310130 -1.249370 -2.703174 0.12 0.41 0.55
H 0.360059 -2.501760 2.104395 -0.31 0.00 -0.60
H -0.955881 -1.466615 1.572769 -1.84 -0.12 0.27
H 0.463870 -0.857650 2.424071 -0.19 0.11 -0.93
H 1.416552 -3.086680 0.313994 1.47 1.64 -0.67



Record 5
13
Properties=species:S:1:pos:R:3:forces:R:3 method="wB97M-V/def2-TZVPD" lumo_ev=0.760 largest_force_ha_per_bohr=0.0917 relative_energy_kcal_mol=73.7
O 0.714531 -1.304996 1.266361 -0.37 -1.53 -2.30
C -0.520884 -0.925894 0.706396 -2.18 -0.14 -2.36
C -0.660538 0.534498 0.396899 -0.24 0.20 0.11
C 0.575614 1.109115 -0.308252 -0.02 0.05 0.04
C 0.805976 0.490313 -1.619788 0.09 -0.36 -0.64
N 0.965257 -0.025157 -2.641420 -0.14 0.39 0.81
H 0.477313 -1.821396 0.365446 3.86 -0.64 2.63
H -1.370776 -1.368859 1.227295 -0.14 0.32 0.20
H -0.544161 -1.526341 -0.395384 -0.90 1.56 1.66
H -0.800084 1.075467 1.336932 0.01 0.04 -0.05
H -1.566893 0.647797 -0.205567 0.11 0.23 0.04
H 1.455663 0.925660 0.317261 -0.11 0.05 -0.15
H 0.468982 2.189794 -0.446179 0.03 -0.17 0.01



Record 6
13
Properties=species:S:1:pos:R:3:forces:R:3 method="wB97M-V/def2-TZVPD" lumo_ev=0.622 largest_force_ha_per_bohr=0.0780 relative_energy_kcal_mol=97.6
C -0.982442 -1.361940 -0.469163 1.41 -2.15 3.08
N -0.556958 -0.101353 -0.051897 1.12 3.19 0.27
N -1.479406 0.745922 0.156453 0.18 -2.65 0.37
O -2.666352 0.523457 0.372318 0.15 0.61 -0.31
O -1.096079 2.015549 0.238744 1.39 1.63 -0.58
H -0.547752 -2.199674 0.264020 -0.70 1.66 -1.96
H -1.996140 -1.328810 -0.334900 -2.86 -0.98 -0.19
H -0.689416 -1.410430 -1.471298 0.52 -0.99 -1.53
H -0.199500 2.098251 -0.230184 -1.24 -0.62 0.92
N 3.047124 -0.231255 0.531603 1.10 -0.66 -0.81
C 2.317294 0.578110 0.090547 -0.74 2.68 -0.33
O 1.819040 1.546934 -0.346529 -0.17 -0.43 -0.26
H 3.030586 -0.874756 1.250284 -0.17 -1.30 1.32



Record 7
14
Properties=species:S:1:pos:R:3:forces:R:3 method="wB97M-V/def2-TZVPD" lumo_ev=0.623 largest_force_ha_per_bohr=0.0090 relative_energy_kcal_mol=83.0
C 2.077006 -0.321845 -0.207081 0.02 0.05 0.04
C 0.638048 0.118713 -0.243393 -0.03 0.20 0.06
O 0.323207 1.260004 0.057621 0.06 -0.43 -0.14
C -0.399025 -0.905772 -0.640993 0.00 -0.02 -0.06
C -2.591053 0.879338 1.453851 0.38 0.11 -0.23
O -2.353507 1.607564 0.399169 -0.12 -0.08 0.19
H 2.170690 -1.252055 0.364581 -0.03 0.12 -0.09
H 2.416014 -0.536819 -1.227767 -0.07 0.02 0.13
H 2.701524 0.457979 0.231439 -0.09 -0.11 -0.07
H -1.163300 -0.448104 -1.275076 0.11 -0.06 0.11
H 0.042174 -1.768744 -1.146600 -0.04 0.16 0.07
H -1.572930 0.511025 1.801331 -0.26 0.07 -0.01
H -0.896647 -1.260396 0.270075 0.08 0.04 -0.10
H -1.392198 1.659108 0.162840 -0.01 -0.08 0.10



Record 8
23
Properties=species:S:1:pos:R:3:forces:R:3 method="wB97M-V/def2-TZVPD" lumo_ev="4.251 / 4.114" largest_force_ha_per_bohr=0.0580 relative_energy_kcal_mol=95.3 spin_multiplicity=2 total_charge=-1
C 0.986960 1.386423 1.989444 0.53 0.35 -0.88
C 1.294110 0.561990 0.730587 1.46 0.97 -0.25
C 0.798999 -0.915815 0.812434 0.42 2.43 -1.68
C -0.674694 -0.788221 0.999401 -0.96 -1.23 -1.02
C -2.323713 -0.326328 -2.615481 0.41 -1.79 1.70
C -1.205831 -0.088038 -1.506938 -1.49 -1.13 -1.94
C -1.324105 -0.966427 -0.290522 -2.45 -0.46 0.62
N 2.721416 0.704182 0.351526 2.00 0.71 -0.08
H 1.250930 2.444880 1.772252 0.12 -0.51 0.39
H 1.358570 1.046080 2.962402 0.19 -0.11 -0.28
H -0.058173 1.307259 1.936892 -1.80 0.19 0.85
H 0.707230 1.109104 -0.046662 0.47 -0.71 0.28
H 1.315905 -1.316067 1.618925 0.95 -1.11 1.90
H 1.126880 -1.507691 -0.131381 -0.36 0.86 1.09
H -0.387546 -0.992131 -1.165436 0.20 -0.24 -1.61
H -1.091084 -1.354993 1.826601 -0.09 -0.38 -0.14
H -3.268709 -0.656186 -2.069498 0.79 0.36 -0.54
H -2.606258 0.517651 -3.229722 0.38 0.45 -0.07
H -2.077734 -1.186151 -3.290671 -0.15 0.63 0.37
H -0.887138 0.901962 -1.493020 0.67 1.64 0.65
H -2.181988 -1.675729 -0.555919 0.91 0.58 1.04
H 3.167249 1.666501 0.476235 -1.46 -1.47 -0.19
H 3.358725 0.127745 0.918550 -0.75 -0.04 -0.21



Record 9
56
Properties=species:S:1:pos:R:3:forces:R:3 method="wB97M-V/def2-TZVPD" lumo_ev="-6.176 / -8.259" largest_force_ha_per_bohr=0.0107 relative_energy_kcal_mol=3.9 spin_multiplicity=6 total_charge=+2
Fe -0.442296 -0.421017 0.079490 0.25 0.42 0.25
C -0.727372 2.923453 1.033441 0.04 -0.01 -0.01
C -1.171145 1.971281 2.095289 -0.03 0.01 0.03
C -1.545624 2.431014 3.370242 -0.04 -0.02 0.00
C -1.950700 1.549834 4.337125 0.02 0.00 -0.04
C -1.992964 0.176138 4.038318 -0.02 -0.01 -0.02
C -2.421598 -0.851941 4.949047 0.01 -0.06 -0.06
Br -2.945356 -0.411845 6.667591 -0.02 0.02 0.05
C -2.463636 -2.188332 4.567916 0.02 0.04 -0.04
C -2.080741 -2.577649 3.298694 -0.03 0.10 0.04
Br -2.162447 -4.352548 2.781065 0.03 -0.05 -0.02
C -1.619332 -1.611159 2.343910 0.03 0.06 -0.08
O -1.235635 -1.930946 1.189113 -0.08 -0.11 0.11
C -1.602698 -0.202924 2.754869 -0.01 -0.09 -0.05
N -1.197505 0.672855 1.808877 -0.01 -0.16 0.03
H -0.973488 3.948043 1.300190 0.01 0.00 -0.01
H -1.196088 2.681903 0.079507 -0.02 -0.01 -0.01
H 0.356314 2.855440 0.907576 0.00 0.00 -0.01
H -1.518109 3.491819 3.573790 0.01 0.01 0.00
H -2.241689 1.902127 5.316985 0.00 0.01 0.01
H -2.805036 -2.932129 5.274269 0.00 0.00 0.00
C 3.911478 -1.478647 1.045185 -0.02 0.04 0.00
S 2.216589 -1.668668 1.562990 -0.03 -0.06 0.08
O 1.475213 -0.642178 0.675147 0.01 -0.02 -0.20
C 1.863922 -3.268721 0.901670 0.00 0.06 -0.03
C 1.763392 -4.314679 1.806270 -0.04 -0.03 -0.02
C 1.525820 -5.592865 1.318547 -0.02 0.00 0.03
C 1.367218 -5.796360 -0.043496 0.00 0.01 0.00
C 1.453500 -4.731677 -0.935743 0.01 0.01 0.00
C 1.715086 -3.456103 -0.467707 -0.01 -0.01 -0.02
H 3.974029 -1.632622 -0.030663 0.01 0.01 0.00
H 4.496526 -2.228999 1.575327 0.01 -0.02 -0.01
H 4.239203 -0.482206 1.334403 0.01 0.01 0.00
H 1.867477 -4.140613 2.870194 0.01 0.01 0.01
H 1.453095 -6.424428 2.005645 0.01 -0.01 0.00
H 1.174249 -6.792285 -0.417845 0.00 -0.01 0.00
H 1.327023 -4.901259 -1.996091 0.00 0.00 0.00
H 1.800522 -2.623739 -1.157438 -0.01 0.00 0.02
N 1.800277 1.502889 -1.421726 0.05 0.03 0.10
C 0.720552 1.615029 -2.205947 -0.12 0.03 -0.10
S -0.622102 0.541800 -2.043885 -0.09 -0.06 -0.05
N 0.734734 2.585765 -3.107734 0.07 -0.05 -0.05
C -0.195589 3.052814 -4.103161 0.01 0.05 0.13
C -1.202722 2.292683 -4.677613 0.07 0.02 -0.04
C -2.008576 2.877664 -5.645851 0.00 -0.01 0.00
C -1.811404 4.188933 -6.045953 0.01 -0.01 0.01
C -0.785808 4.932125 -5.479342 0.00 -0.01 0.00
C 0.021932 4.365245 -4.510614 -0.08 0.02 0.00
H 1.887789 0.744500 -0.760686 -0.02 -0.05 -0.02
H 2.597494 2.107650 -1.544538 0.00 -0.01 -0.01
H 1.560963 3.170170 -3.085166 0.02 -0.05 -0.04
H -1.359540 1.261046 -4.418131 0.02 -0.07 0.05
H -2.791383 2.285708 -6.099053 -0.01 0.00 -0.01
H -2.444410 4.626857 -6.804621 -0.01 0.00 -0.01
H -0.611025 5.952407 -5.790019 0.00 0.01 -0.01
H 0.821621 4.949345 -4.069660 0.01 0.01 0.02